# 1
17
Properties=species:S:1:pos:R:3:forces:R:3:lowdin_charge:R:1 method="wB97M-V/def2-TZVPD" smiles="NCC=C(CF)CF" max_force_ev_per_a=3.6 homo_lumo_gap_ev=10.029
N 1.82651 -2.21133 -0.28088 2.0897 -0.0529 -0.7007 -0.04
C 0.60086 -1.61210 0.06962 -2.8994 -1.2176 1.7352 -0.31
C 0.64840 -0.09320 0.02783 0.1958 0.0793 -0.0528 -0.02
C -0.29745 0.85202 0.13408 -0.7292 -1.9494 -1.3744 -0.23
C -1.78358 0.60678 -0.07982 -0.7163 -0.1766 0.1186 -0.14
F -2.15183 -0.72985 0.08900 0.3123 -0.1945 0.0031 -0.07
C -0.00967 2.27399 0.31794 -0.5671 0.3586 1.2140 -0.19
F -0.71822 3.04067 -0.58697 -0.2807 0.3934 -0.3949 -0.04
H 1.90394 -3.17904 -0.02740 -0.1972 -0.2072 0.3259 0.06
H 1.98680 -2.18805 -1.27525 0.0850 0.1681 -0.2570 0.07
H -0.22759 -2.05568 -0.56897 0.4294 0.8720 0.8799 0.12
H 0.39606 -2.00887 1.18175 0.0796 1.2316 -2.2592 0.16
H 1.66354 0.25616 -0.14519 0.1651 0.1037 0.6097 0.11
H -2.34458 1.12812 0.72454 0.0584 0.2169 -0.8263 0.13
H -2.14490 0.85484 -1.14149 0.6998 0.1687 1.6753 0.15
H 1.02253 2.51063 0.22044 0.9504 0.1580 -0.0176 0.11
H -0.37082 2.55490 1.34078 0.3243 0.0477 -0.6789 0.14

---

# 2
27
Properties=species:S:1:pos:R:3:forces:R:3:lowdin_charge:R:1 method="wB97M-V/def2-TZVPD" s_squared=0.80 max_force_ev_per_a=0.8 homo_lumo_gap_ev="8.568 / 9.184" multiplicity=2
Fe 0.03699 -0.17583 -0.04557 -0.2728 0.0273 0.2071 0.78
N 0.46971 -0.30174 1.81557 0.0413 -0.0512 0.0723 0.00
C 0.02438 -1.53181 2.50977 -0.0135 0.0521 0.0099 -0.17
C -1.43748 -1.81095 2.19865 0.0001 -0.0781 0.0027 -0.08
C -1.64129 -2.27900 0.76479 -0.0946 -0.0066 0.0491 -0.57
O -2.14065 -3.33602 0.49425 -0.0122 0.0357 0.0134 0.12
O -1.23147 -1.42443 -0.17191 0.1421 0.0521 -0.0992 -0.09
H 1.47283 -0.15634 1.91183 0.0102 -0.0224 -0.0212 0.13
H 0.00467 0.52183 2.19766 0.0072 0.0016 -0.0034 0.13
H 0.16752 -1.40378 3.58365 0.0125 -0.0150 -0.0008 0.13
H 0.65873 -2.35477 2.17951 -0.0016 0.0003 -0.0021 0.14
H -2.02804 -0.90645 2.37029 -0.0211 -0.0047 -0.0235 0.13
H -1.81562 -2.59546 2.85004 0.0210 0.0136 0.0241 0.13
C -1.71388 2.63861 -1.52680 -0.0251 -0.0200 -0.0681 0.01
C -0.74137 2.45497 -0.39943 -0.0523 0.4568 0.2812 -0.61
O 0.04624 3.28961 -0.04285 0.0419 -0.1526 -0.1622 0.11
O -0.89901 1.31001 0.31349 0.1496 -0.3049 -0.2179 -0.15
H -1.53989 3.60106 -1.99751 -0.0151 -0.0076 -0.0351 0.09
H -2.72775 2.59462 -1.12670 0.0147 -0.0129 -0.0056 0.09
H -1.61802 1.83966 -2.26256 0.0249 -0.0200 0.0343 0.08
F 1.43155 -1.54985 -2.53884 -0.0738 -0.0623 -0.0348 -0.35
Te 2.38191 0.00450 -2.19893 0.2525 0.2409 0.7503 1.83
F 0.86255 0.97409 -2.67878 -0.1030 0.0246 -0.0583 -0.34
F 3.88302 -0.99279 -1.81955 0.0317 -0.1113 -0.0421 -0.34
F 3.38066 1.53717 -1.98948 -0.0609 0.1202 -0.1203 -0.33
F 2.87077 0.01589 -3.97051 -0.0400 -0.0265 -0.0195 -0.32
O 1.84293 0.03719 -0.42006 0.0363 -0.1292 -0.5301 -0.56

---

# 3
16
Properties=species:S:1:pos:R:3:forces:R:3:lowdin_charge:R:1 method="wB97M-V/def2-TZVPD" max_force_ev_per_a=3.3 homo_lumo_gap_ev="9.029 / 6.400" total_charge=+1
C 1.53258 0.60757 -1.45137 2.0090 1.1479 -0.7356 0.15
C -1.22852 0.68643 0.50447 2.5764 2.1388 -0.0944 -0.14
C 0.39058 0.68087 0.65713 -1.5839 -1.2028 -2.6753 -0.03
C 0.66458 -1.38877 -0.52755 1.2557 -2.4449 0.8650 0.11
C -1.83205 -0.58045 0.58362 -1.1000 -3.0670 0.6599 -0.07
N 0.96669 -0.11870 -0.52040 -1.1327 2.3319 1.5277 -0.24
F -1.68786 -1.26083 1.77453 0.1580 0.9621 -1.3948 0.02
H 2.07365 0.11382 -2.32871 -1.0813 0.8862 1.2926 0.15
H 1.68191 1.69323 -1.12889 -0.1268 -1.6861 -1.2444 0.13
H -1.28221 1.23014 1.40631 -1.2812 0.6817 1.5890 0.12
H -1.60714 1.37769 -0.23371 -0.0016 -0.2974 -0.6389 0.13
H 0.83617 1.67778 0.57348 -0.2798 -0.4334 0.8879 0.13
H 0.44920 0.04663 1.52202 1.1588 0.3453 0.6372 0.12
H 0.40779 -1.75873 0.52084 0.3530 -0.1524 -2.0318 0.13
H 1.25230 -1.95063 -1.32296 -1.5661 0.1578 1.0955 0.14
H -2.61768 -1.05605 -0.02881 0.6426 0.6325 0.2604 0.14

---

# 4
16
Properties=species:S:1:pos:R:3:forces:R:3:lowdin_charge:R:1 method="wB97M-V/def2-TZVPD" s_squared=2.01 max_force_ev_per_a=5.4 homo_lumo_gap_ev="6.298 / 9.360" multiplicity=3
C 1.16786 1.51740 0.45407 3.8398 2.4838 0.4278 -0.30
C 0.85171 -1.25921 0.24637 -0.4747 0.8302 -2.0746 -0.06
C -1.23032 0.11574 0.88220 0.7195 -1.2323 -2.7805 -0.06
C -0.42528 0.05850 -1.51835 -0.1214 -2.4046 1.5207 -0.08
C -0.06809 -0.09630 -0.08750 -3.3442 -4.2237 0.0587 -0.47
O 1.57755 2.34151 -0.27267 -0.8095 -0.0036 -0.0706 0.20
F 1.37822 1.52721 1.77689 -0.3220 0.2443 0.8882 0.10
H 0.23817 -2.16061 0.41597 0.2609 0.1479 -0.1088 0.09
H 1.48407 -1.12066 1.08435 0.6193 0.2893 1.1395 0.05
H 1.50767 -1.38120 -0.64501 -0.2739 -0.4057 0.6579 0.09
H -1.85047 0.84921 0.49480 -1.0587 2.1843 -0.7441 0.05
H -0.94136 0.41455 1.82573 0.4570 0.0498 2.3527 0.05
H -1.96298 -0.70384 0.79879 0.5892 -0.5274 0.7189 0.10
H 0.40580 -0.21614 -2.14266 0.4258 1.0150 -0.7156 0.08
H -1.10131 -0.79961 -1.70938 -0.2868 0.1088 -0.1849 0.10
H -1.03125 0.91342 -1.60359 -0.2203 1.4438 -1.0854 0.07

---

no.,calculated total energy (eV)
1,-12254.4636
2,-72327.0518
3,-9526.6974
4,-10090.0841